(1)
Molecular formula: C53H94F12N5O4P
Method: DFT, ωB97M-V/def2-TZVPD

CARTESIAN COORDINATES (ANGSTROEM)
1 H 3.92366 -4.49574 0.32119
2 H -3.38725 3.66779 -0.83491
3 H -3.27198 3.36533 -7.00678
4 H 2.05311 -4.00196 -1.39584
5 H -4.38833 1.48039 -5.94007
6 F -0.29094 0.92454 1.90474
7 C 4.29531 -1.45978 -1.21056
8 H -0.87665 -5.94180 1.70279
9 H 1.49138 2.33605 0.80008
10 C -0.26140 -1.70254 7.41484
11 H 3.13959 -3.43021 -3.71094
12 C 4.66264 -1.82065 -3.79042
13 H 3.14930 -0.61199 -2.74653
14 C -2.27709 1.59594 -5.73137
15 H -2.43023 5.80202 -5.36442
16 H -0.68041 4.01058 -7.18979
17 H -0.23194 2.81206 -4.98270
18 H 5.86175 4.39738 3.50422
19 H -1.55846 2.71067 3.45490
20 C 4.84978 2.57505 4.00021
21 H -1.84782 -2.86750 -5.75991
22 C -3.53581 -2.81535 -4.48671
23 H -4.40512 -1.58696 4.70645
24 H -2.63087 4.09930 3.62042
25 H 5.31475 1.57799 0.33178
26 H 5.39156 -2.71240 2.60888
27 H -2.46593 2.41154 5.68637
28 F 1.35593 -0.24251 0.68979
29 H 0.38004 -2.58104 7.32314
30 C -2.51637 -1.52388 -2.96768
31 H 3.11196 2.54968 -1.49408
32 C -4.66561 0.46612 5.32748
33 C -4.10010 1.14984 3.08764
34 C 1.81126 3.28302 1.21363
35 O 2.67673 -7.67662 -0.73175
36 H -2.03501 0.46253 6.63941
37 H 5.30226 -3.44115 0.27474
38 H -4.24585 0.47839 6.33814
39 H 4.44467 -1.44006 -4.78834
40 H -2.58300 2.00872 1.69063
41 H 3.87502 -2.49967 3.54895
42 F 4.95231 -7.12625 0.85332
43 F -1.58479 -0.91997 1.88956
44 H -2.61172 1.18074 -0.79679
45 N 1.50136 1.19513 -1.72086
46 N 3.81783 -2.87753 -1.11022
47 C 3.61140 -2.71818 1.43256
48 H -1.07730 -2.01821 8.06624
49 H 1.30374 0.82165 -4.94334
50 H -0.12789 5.20098 -6.28325
51 H -4.06530 2.52775 -3.98204
52 O 1.54797 3.27484 2.59329
53 H 4.71782 2.85124 5.03635
54 H 5.75643 -1.76132 -3.82990
55 H -2.76847 -1.15221 6.34662
56 H 0.17587 -7.24668 -0.31607
57 F 2.63543 3.98476 5.69742
58 H -2.52682 -0.92473 4.09388
59 H 3.84016 0.21640 1.76144
60 H -4.45786 2.59237 0.00685
61 C 4.21048 -3.26316 -3.57129
62 F 0.73270 4.84685 5.25350
63 C 0.96282 4.30071 0.39107
64 H 2.83018 3.53932 0.93303
65 H -2.75336 -0.58677 -7.32203
66 C 3.77232 -7.41704 1.37789
67 C 4.21137 -3.44831 0.22742
68 C 2.56663 2.05179 -3.55221
69 H -4.45405 -0.60905 -7.22773
70 C 5.64037 3.11613 1.81684
71 P -0.09037 -0.57808 1.33367
72 H 4.35919 -4.09083 2.93975
73 F 3.74268 -8.67472 1.80187
74 C -2.32455 2.05856 -2.71767
75 H 5.35656 -1.51382 -0.95494
76 H -1.96746 1.16109 -3.21763
77 H -3.62927 0.04651 -5.04318
78 H -1.45861 2.70063 -2.53078
79 C -0.99824 3.58124 -5.04733
80 F 3.60381 -6.62240 2.44816
81 C -5.97256 -1.59279 6.19209
82 H -3.98731 2.92743 1.85163
83 H -1.46439 0.49982 4.07094
84 C 5.53096 3.42991 3.14728
85 H -0.61490 -1.43766 -4.16983
86 F 0.99933 2.72426 4.99899
87 C -3.60942 0.08628 -7.23560
88 F 0.08785 -2.14339 0.94062
89 C -2.30922 0.03093 4.56653
90 F -0.75423 -0.17753 -0.08512
91 N -3.49725 0.94437 4.48193
92 H -4.51654 -2.37735 -2.56633
93 C 0.49156 -6.25636 0.01772
94 H 1.96706 -2.53481 -2.20518
95 H -0.23807 -4.50531 0.98687
96 H -0.05962 3.90475 0.38360
97 H -4.09545 2.81252 5.15273
98 C -2.02980 -0.42938 6.00476
99 H -1.50104 1.01278 -5.23767
100 C -3.14781 2.37524 4.83957
101 H -3.79322 0.73503 -8.08756
102 C -3.07691 2.91781 -3.73922
103 C 4.19378 -0.92231 -2.64004
104 C 1.51250 1.14978 -3.93274
105 C 0.83563 0.70246 -2.83093
106 C 1.97251 4.22066 3.41266
107 H -1.91966 1.81161 -6.73860
108 C -5.19261 -0.91158 5.05323
109 H 3.27359 2.54034 -4.19604
110 C -3.56299 0.76620 -5.85511
111 C -3.24906 1.68517 -1.52268
112 O 2.49341 5.24297 3.08517
113 H -0.76734 -1.98066 5.36297
114 H 3.76714 0.74484 4.17701
115 H 5.57224 -3.78104 -2.03021
116 C -2.60111 3.01502 3.56814
117 H 3.54299 -1.64141 1.29561
118 H -2.53915 5.72923 -7.07433
119 C -3.63577 -2.33519 -3.18672
120 H -6.14483 -2.63875 5.94138
121 H -4.20717 -3.46123 -5.02762
122 H -2.42576 -0.90448 -2.08907
123 H 1.78907 -2.39921 -0.51994
124 C -3.19757 3.87152 -6.04770
125 N -2.30102 -2.49164 -4.94616
126 C 2.45205 2.02313 -2.17217
127 C -0.65565 -1.13765 6.04954
128 C 5.02042 1.96502 1.30080
129 H -4.95868 3.06861 -1.59220
130 C -0.59925 -5.51119 0.74326
131 H -5.41543 1.25415 5.37507
132 C 4.34912 -3.02160 2.72158
133 C -3.33715 2.27548 2.43189
134 H 0.35396 -0.99309 7.97138
135 O 1.63009 -6.52399 0.84395
136 H -3.14664 3.93605 -3.35778
137 H -6.95243 -1.17298 6.40666
138 C 2.34241 -2.95942 -1.27029
139 H -5.82719 -0.92205 4.15848
140 H 2.59262 -3.10452 1.53224
141 H 4.69981 0.04283 -2.68052
142 H 1.27971 4.29690 -0.64984
143 H 4.70507 -3.97109 -4.23719
144 H -0.91468 4.11811 -4.10118
145 H 1.23267 1.04509 -0.76206
146 C -2.34344 5.10543 -6.20183
147 H 0.92761 5.28331 0.85409
148 H 6.19913 3.72955 1.12165
149 H -5.34315 -1.59615 7.08376
150 C -0.96729 4.49823 -6.25017
151 C -4.08831 2.84228 -0.98231
152 H -4.13569 0.27475 2.43898
153 F 0.63643 -0.96171 2.74189
154 H -4.18433 4.04151 -5.62554
155 C 4.48777 -3.74890 -2.14196
156 H -1.41840 -5.33532 0.04902
157 C 2.64538 -7.21821 0.37512
158 C 4.26917 1.12832 2.15135
159 C -1.63954 -1.73267 -4.01345
160 N -2.39273 2.96741 -5.08534
161 H 0.68076 -5.68106 -0.89141
162 C 4.30076 1.41226 3.50663
163 H 0.12230 -0.47501 5.67439
164 H 3.79267 -0.78357 -0.52755
165 H -3.92618 0.92129 -1.91539
166 H -0.05454 0.10077 -2.79279
167 H -5.14519 1.43388 3.20398
168 C 1.61106 3.89557 4.88116
169 H 4.13918 -4.78122 -2.12395

Cartesian forces (eV/Å) of the 3 atoms listed first:
H -0.181 -0.013 -0.572
H -0.500 0.474 -0.116
H -0.128 -0.123 0.092

Summary:
Calculated total energy ... -4190.0954 a.u.
Max |F| ... 3.00 eV/A
HOMO-LUMO gap ... 9.081 eV
Total charge ... +2
M ... 1124.32 u
LUMO level ... -3.33 eV
HOMO energy ... -0.4559 Eh


(2)
Molecular formula: C53H95F3N4O15
Method: DFT, ωB97M-V/def2-TZVPD

CARTESIAN COORDINATES (ANGSTROEM)
1 H 3.15676 -3.70320 -5.03185
2 H -4.65336 0.90637 1.61418
3 F 0.47637 2.99154 7.19814
4 C 1.40459 -1.57068 -5.51721
5 H -7.33360 -4.32365 1.09314
6 H 2.34294 5.57350 0.98091
7 C -5.07093 -1.01972 0.99957
8 H -3.28023 -5.78112 2.61474
9 O -1.06064 -6.08406 1.37620
10 C 0.09802 2.63017 5.96753
11 C -6.06716 5.28731 2.58778
12 C 3.28127 5.09514 1.29067
13 C -0.05846 5.12870 2.26673
14 N -2.13091 2.45147 0.91816
15 C -1.16880 -7.89598 -5.58788
16 H 1.50225 -3.83692 -4.37932
17 C -1.08418 -9.52436 -3.87090
18 H -1.99215 -3.76444 2.45412
19 C 9.83547 0.16587 -3.62903
20 H 1.80675 6.29817 3.49239
21 C -0.07435 2.35036 2.25784
22 H -5.18680 5.69460 4.44361
23 H -10.13482 -7.39294 2.13237
24 C -5.88099 5.05650 1.23115
25 N 0.16537 -1.50009 1.09365
26 C -3.42438 -7.35924 -3.19100
27 H -2.04202 -2.90609 0.91298
28 C -2.11197 5.23597 0.87179
29 H 7.12425 10.09270 1.22703
30 H 3.95948 4.13479 3.11229
31 H 3.95208 0.72802 1.24775
32 H -0.07038 6.21766 2.25931
33 H -2.23781 4.80754 -0.13067
34 C -3.67913 5.47356 2.90450
35 O -8.83798 -7.75919 0.55388
36 C -10.06142 -7.23668 1.05151
37 O 8.82751 -0.31824 -4.50020
38 H 2.75332 2.95541 4.22306
39 H 9.55991 0.05898 -2.57853
40 H 2.85662 -3.47700 -3.29521
41 C 0.01185 -1.26040 -4.99997
42 C 3.51079 3.74486 0.58352
43 H 1.37283 -2.36773 -6.26686
44 C -2.05935 1.14956 0.97492
45 H -3.59417 -7.83991 -4.15602
46 C 4.99818 3.32812 0.56117
47 C -4.58255 5.03650 0.75216
48 H -1.23574 -1.74456 -2.54687
49 H 7.70994 10.52499 -0.38480
50 H 2.84349 2.94610 0.93006
51 H -1.12039 -7.38008 -0.22815
52 H -7.07869 5.31157 2.99038
53 H 6.87880 0.08187 0.74527
54 C 2.45256 -3.30639 -4.29274
55 F -0.69075 3.50098 5.38059
56 H -7.85182 -5.50095 -0.12536
57 C 5.91557 -0.14123 1.21429
58 H -0.65764 -3.42218 -2.64183
59 C -1.04052 4.45763 1.62034
60 H -2.68136 -6.61994 0.16208
61 H -4.40721 -4.42964 2.90477
62 H 5.78537 0.99933 -2.20921
63 C 6.56609 8.72502 -0.35369
64 H 3.98120 11.55794 0.75987
65 O -1.07115 -0.96759 1.59899
66 F -0.21069 0.30036 5.84201
67 C 6.85541 10.12078 0.16626
68 C 4.99265 1.09092 1.30390
69 O 2.30116 -1.90733 -4.46860
70 H 3.46061 8.03828 0.40046
71 O 7.12511 -0.57154 -2.11319
72 C -3.47348 5.24277 1.55397
73 H 7.34153 1.34002 -1.43249
74 H -8.44690 -3.82128 -0.19625
75 H 4.18775 7.45836 -1.11355
76 C 1.67219 1.11972 4.56487
77 O -2.22205 -7.80021 -2.57861
78 H -5.93707 -0.94701 1.67133
79 C -10.23798 -5.76985 0.70508
80 C -7.80637 -7.78203 1.52674
81 H -0.10620 -9.05361 -3.72768
82 H -4.81867 -5.70703 1.73881
83 O 5.18945 1.97441 0.20276
84 C 2.07304 5.23817 3.59947
85 H -4.59613 -1.98380 1.22684
86 C -8.16927 -4.64408 0.47129
87 C 3.42036 5.04874 2.84003
88 H -7.92318 -8.65531 2.17697
89 H -2.79390 -0.59075 -0.08765
90 H 1.50655 0.24860 3.91721
91 H 4.10663 9.20559 -0.76466
92 C -3.18210 0.35525 0.30780
93 O 5.76757 11.00715 -0.04892
94 H 10.77420 -0.36815 -3.81288
95 C 0.50393 1.40505 5.44209
96 H 2.74156 1.86714 2.85574
97 C -4.00273 -5.10974 2.14703
98 H -2.96908 -9.72038 -2.82456
99 H -10.86672 -7.80424 0.57555
100 C 0.97318 3.03133 2.93849
101 C -2.12412 -3.88920 1.37471
102 H 6.36103 8.74448 -1.42859
103 H -5.36714 -0.93329 -0.05742
104 H -10.22944 -5.62274 -0.37963
105 H 0.51009 -2.08991 -2.65174
106 H 4.76266 10.20929 1.60302
107 H -0.07159 -4.35104 1.01598
108 H 2.13442 4.99235 4.66733
109 C -1.01711 0.41390 1.61855
110 H 9.98557 1.22313 -3.84472
111 O -1.63779 -9.15193 -5.12359
112 H 5.52444 3.92386 -0.19904
113 C -1.08996 3.03895 1.59393
114 H 5.39336 11.86635 1.79154
115 H -4.44075 4.88212 -0.32074
116 H 1.80251 -0.67275 -5.99956
117 H 5.19495 1.59723 2.25936
118 H 4.08335 5.75598 0.92043
119 C 4.25281 8.21686 -0.32583
120 H -2.02010 -7.87793 1.22043
121 N -0.03732 0.97763 2.24589
122 C 6.86195 0.81780 -2.25846
123 H -4.27589 -7.56010 -2.53213
124 H 8.94808 -2.09210 -3.43054
125 H -1.86516 -7.53700 -6.34459
126 C -1.76313 -7.03065 0.58420
127 H 6.12271 -0.47637 2.24333
128 H 7.25491 1.21440 -3.19745
129 C 6.93712 -1.30196 -3.31510
130 H -0.18087 -8.01426 -6.04578
131 H 3.23897 3.91234 -0.47339
132 O -3.43362 -4.36260 1.08519
133 H 5.45358 3.58836 1.53454
134 C -2.01338 -9.19809 -2.71636
135 H -6.71623 5.28597 -0.71687
136 H 0.03635 -0.41973 -4.29901
137 C 2.10402 2.29964 3.64208
138 N -4.14410 0.06186 1.37588
139 H -1.10893 -7.15540 -4.78853
140 H 8.03527 -2.13268 -4.94530
141 O -9.25695 -4.95424 1.32699
142 H -7.14543 3.77428 0.08212
143 H -11.21181 -5.43984 1.07974
144 O 5.49670 8.10513 0.34662
145 C -4.96717 5.49295 3.39441
146 H 6.52253 -2.27544 -3.03451
147 H 7.45326 8.10517 -0.19310
148 H -3.34665 -6.28349 -3.34648
149 H -6.85351 -7.85889 1.00312
150 H -7.79685 -6.87685 2.13728
151 H 4.07155 5.88178 3.14976
152 H -7.94890 5.35225 0.54526
153 C 4.93836 11.15741 1.09173
154 H 6.20796 -0.80063 -3.95936
155 H 5.41207 -0.98878 0.73577
156 O -0.59995 -2.39225 -4.40000
157 C 8.24281 -1.53269 -4.05372
158 H -1.14709 -4.85983 -0.29470
159 H -3.62864 0.96037 -0.49768
160 H -1.54609 -9.54366 -1.78842
161 H -0.61635 -0.97079 -5.84805
162 C -1.04950 -4.79053 0.79437
163 H -0.93310 -10.60786 -3.89828
164 C -0.47911 -2.40353 -2.98693
165 H -1.76709 6.27312 0.74243
166 C -7.02372 4.85254 0.24514
167 H -2.82812 5.66804 3.55636
168 C 0.97139 4.39981 2.93483
169 O 0.16614 -1.56890 -0.06410
170 H 2.55566 0.85171 5.17356

Cartesian forces (eV/Å) of the 3 atoms listed first:
H -0.029 -0.072 -0.004
H 0.095 -0.059 -0.086
F -1.978 -0.151 0.477

Summary:
Calculated total energy ... -3723.1514 a.u.
Max |F| ... 2.35 eV/A
HOMO-LUMO gap ... 6.762 eV
SMILES string ... CCOCCCCCc1cc(Cc2cccc(C)c2)c2nc(CNC)c(ON=O)nc2c1CCC(F)=C(F)F.COCCOC.COCCOC.COCCOC.COCCOC.COCCOC.COCCOC
M ... 1085.35 u
LUMO level ... -0.78 eV
ΔE to the lowest compared entry with this formula, charge and spin ... 0.0 kJ/mol
HOMO energy ... -0.2770 Eh